Entry 1:
The following is a DFT calculation (ωB97M-V with the def2-TZVPD basis set) of a cluster of 2 separate species, C7H19BN2O6S in total at a distorted geometry.

Structure (ORCA input):
```
! RIJCOSX wB97M-V def2-TZVPD def2/J DEFGRID3
* xyz 0 1
O 1.939 -0.920 -3.794
C 1.025 -0.746 -2.984
O 0.692 -1.667 -2.174
C 0.359 0.670 -2.966
S 0.879 1.513 -4.542
N -1.116 0.670 -2.971
O -1.655 -0.589 -3.294
B -2.986 -0.672 -2.864
O -3.976 -0.787 -3.868
O -3.410 -0.704 -1.533
H 0.785 1.207 -2.088
H 0.286 2.743 -4.428
H -1.498 1.034 -2.093
H -4.316 0.113 -3.986
H -2.973 -0.042 -0.979
C -0.081 -0.366 3.397
N 1.113 -0.374 2.482
C 1.925 -1.598 2.792
C 1.942 0.845 2.743
C 0.702 -0.455 1.006
C -0.131 0.706 0.496
O -1.371 0.808 1.201
H 0.267 -0.566 4.412
H -0.552 0.608 3.379
H -0.769 -1.148 3.082
H 2.240 -1.552 3.833
H 2.795 -1.612 2.138
H 1.305 -2.476 2.619
H 1.339 1.732 2.569
H 2.805 0.820 2.079
H 2.266 0.817 3.782
H 0.134 -1.383 0.916
H 1.628 -0.538 0.439
H -0.349 0.525 -0.556
H 0.409 1.654 0.571
H -1.652 1.731 1.183
*
```


Entry 2:
The following is a DFT calculation (ωB97M-V with the def2-TZVPD basis set) of a structure of composition C5H13N2 at a distorted geometry.

As for the energy relative to the best compared isomer or geometry (same formula, charge and spin): 2.605 eV.

Structure (ORCA input):
```
! RIJCOSX wB97M-V def2-TZVPD def2/J DEFGRID3
* xyz 1 1
C -0.011 -0.750 0.274
C 1.119 -1.492 -0.476
C -1.132 -1.674 0.808
C -1.148 1.227 0.965
C 1.096 1.571 -0.563
N 0.782 1.316 -1.862
N -0.053 0.516 0.437
H 2.138 -1.318 -0.028
H 1.022 -2.638 -0.543
H 1.187 -1.143 -1.580
H -1.227 -1.610 1.894
H -0.804 -2.680 0.444
H -2.096 -1.298 0.308
H -0.818 2.193 1.192
H -1.625 0.853 1.912
H -1.954 1.188 0.300
H 2.089 1.387 -0.193
H 0.817 2.499 -0.104
H 1.317 0.565 -2.341
H 0.229 2.007 -2.422
*
```


Entry 3:
The following is a DFT calculation (ωB97M-V with the def2-TZVPD basis set) of a cluster of 2 separate species, C6H13NO in total at a distorted geometry.

Its SMILES is C=C/C=C/CNC.O. As for the energy relative to the best compared isomer or geometry (same formula, charge and spin): 3.007 eV.

Structure (ORCA input):
```
! RIJCOSX wB97M-V def2-TZVPD def2/J DEFGRID3
* xyz 0 1
C 0.743 0.771 -3.012
C 0.916 0.022 -1.919
C 0.126 0.302 -0.674
C -1.187 0.518 -0.695
C -1.984 0.668 0.579
N -1.764 1.882 1.392
C -0.523 1.883 2.191
H 0.238 1.729 -2.885
H 1.089 0.594 -4.010
H 1.482 -0.904 -1.939
H 0.764 0.134 0.170
H -1.743 0.628 -1.616
H -3.048 0.609 0.339
H -1.895 -0.277 1.139
H -1.889 2.680 0.785
H -0.406 2.934 2.432
H 0.311 1.519 1.604
H -0.610 1.231 3.051
O 3.254 -5.241 0.969
H 2.471 -5.711 0.640
H 3.655 -5.970 1.458
*
```


Entry 4:
The following is a DFT calculation (ωB97M-V with the def2-TZVPD basis set) of a structure of composition C31H23F4N5PtSb.

As for the energy relative to the best compared isomer or geometry (same formula, charge and spin): 0.000 eV.

Structure (ORCA input):
```
! RIJCOSX wB97M-V def2-TZVPD def2/J DEFGRID3
* xyz 1 1
Pt -0.889 -1.280 -0.593
N 3.203 -2.600 -0.508
C 2.198 -2.100 -1.231
N 1.141 -1.998 -0.454
C 1.565 -2.470 0.757
N 2.821 -2.840 0.757
C 0.631 -2.570 1.880
C 1.027 -2.850 3.184
N 0.146 -2.953 4.167
C -1.133 -2.780 3.853
C -1.535 -2.485 2.558
N -0.653 -2.377 1.571
H 4.148 -2.794 -0.798
H 2.269 -1.817 -2.268
H 2.075 -2.989 3.422
H -1.859 -2.873 4.651
H -2.579 -2.328 2.315
F -2.036 6.892 -1.781
C -1.615 5.641 -1.569
C -2.549 4.669 -1.258
C -2.106 3.375 -1.039
C -0.749 3.075 -1.122
C 0.168 4.068 -1.446
C -0.264 5.367 -1.669
Sb -0.079 1.149 -0.558
C 2.006 1.195 -0.944
C 2.459 1.317 -2.258
C 3.812 1.241 -2.554
C 4.700 1.034 -1.514
F 6.008 0.947 -1.789
C 4.287 0.907 -0.201
C 2.929 0.988 0.078
C -0.077 1.579 1.528
C -1.026 0.972 2.344
C -1.134 1.306 3.686
C -0.270 2.255 4.196
F -0.357 2.577 5.493
C 0.674 2.893 3.413
C 0.755 2.557 2.071
H -3.596 4.933 -1.194
H -2.830 2.608 -0.789
H 1.226 3.845 -1.520
H 0.427 6.161 -1.916
H 1.758 1.477 -3.071
H 4.183 1.344 -3.564
H 5.019 0.752 0.581
H 2.597 0.880 1.103
H -1.695 0.229 1.925
H -1.874 0.853 4.333
H 1.318 3.642 3.853
H 1.471 3.081 1.446
F -1.979 -5.995 -3.211
C -2.216 -4.789 -2.687
C -2.686 -4.711 -1.387
C -2.927 -3.461 -0.851
C -2.720 -2.287 -1.605
C -2.878 -0.971 -0.972
C -2.231 -2.422 -2.922
C -1.981 -3.669 -3.464
H -2.856 -5.619 -0.826
H -3.310 -3.373 0.158
H -3.561 -0.935 -0.126
H -3.061 -0.155 -1.666
H -2.086 -1.532 -3.521
H -1.622 -3.787 -4.477
*
```


Entry 5:
The following is a DFT calculation (ωB97M-V with the def2-TZVPD basis set) of a structure of composition C23H30AlCl6F14IKLiNO8S at a distorted geometry.

Structure (ORCA input):
```
! RIJCOSX wB97M-V def2-TZVPD def2/J DEFGRID3
* xyz 1 1
C -1.704 -2.906 0.193
C -2.452 -3.696 -0.893
Cl -4.180 -3.913 -0.622
C -1.827 -4.183 -1.970
Cl -2.803 -5.083 -3.156
C -0.335 -4.082 -2.285
O 0.477 -4.303 -1.154
C 1.879 -4.140 -1.417
C 2.679 -4.672 -0.216
C 4.170 -4.932 -0.563
C 4.397 -6.093 -1.544
F 4.549 -5.594 -2.821
F 5.521 -6.800 -1.268
F 3.392 -6.998 -1.600
C 2.196 -2.652 -1.791
S 2.819 -1.641 -0.410
N 0.983 -1.910 -2.353
C 0.056 -2.778 -3.131
I 1.248 -3.457 -4.882
C -1.165 -2.038 -3.763
C -1.845 -0.960 -2.866
C -1.113 0.394 -2.750
F -2.054 1.419 -2.971
F -0.120 0.608 -3.656
F -0.700 0.607 -1.486
H -0.871 -2.355 -0.295
H -2.385 -2.133 0.601
H -1.280 -3.540 0.991
H -0.119 -4.929 -2.982
H 2.120 -4.791 -2.298
H 2.239 -5.669 0.023
H 2.552 -4.074 0.728
H 4.560 -4.012 -1.048
H 4.768 -5.065 0.356
H 3.026 -2.671 -2.526
H 1.739 -1.433 0.395
H 0.552 -1.439 -1.547
H 1.380 -1.234 -3.014
H -1.933 -2.725 -4.171
H -0.779 -1.505 -4.661
H -2.828 -0.737 -3.330
H -2.079 -1.291 -1.838
C 1.739 3.690 -2.003
C 1.116 3.863 -0.618
O 2.001 3.353 0.347
C 3.177 4.173 0.799
O 2.878 5.374 1.139
C 4.333 4.136 -0.257
F 4.431 2.908 -0.844
F 5.517 4.354 0.324
F 4.216 5.029 -1.261
H 2.267 2.737 -2.086
H 0.947 3.731 -2.780
H 2.444 4.485 -2.233
H 0.219 3.235 -0.573
H 0.778 4.878 -0.460
H 3.582 3.514 1.595
C -1.524 5.087 6.093
C -1.903 3.917 5.204
O -1.776 4.280 3.827
C -0.539 4.182 3.314
O 0.424 3.825 3.919
C -0.551 4.553 1.827
F -1.294 5.644 1.577
F -1.081 3.551 1.082
F 0.676 4.802 1.376
H -2.113 5.971 5.836
H -1.695 4.837 7.146
H -0.474 5.355 5.967
H -2.948 3.654 5.362
H -1.309 3.032 5.431
C -3.235 -8.928 -5.326
O -2.347 -8.096 -5.743
O -4.239 -8.335 -4.620
O -3.265 -10.126 -5.499
H -3.887 -7.429 -4.697
Li -2.067 6.166 8.620
K 2.068 -2.461 -7.003
C -5.933 8.877 9.498
Cl -4.633 8.117 10.455
Cl -6.107 8.164 7.889
Cl -7.465 8.740 10.366
H -5.696 9.929 9.387
F 3.116 -2.649 1.767
Al -0.535 3.256 -3.449
F -0.828 -6.710 -5.108
Cl -3.214 8.739 8.406
*
```


Entry 6:
The following is a DFT calculation (ωB97M-V with the def2-TZVPD basis set) of a cluster of 12 separate species, BH26O11 in total at a distorted geometry.

As for the energy relative to the best compared isomer or geometry (same formula, charge and spin): 3.926 eV.

Structure (ORCA input):
```
! RIJCOSX wB97M-V def2-TZVPD def2/J DEFGRID3
* xyz -1 1
B -0.017 -0.030 -0.347
H -0.430 -1.166 -0.545
H -0.170 0.505 -1.594
H -0.713 0.716 0.595
H 1.245 -0.066 -0.124
O 3.771 -1.122 1.993
H 3.024 -1.204 1.741
H 3.933 -0.215 1.733
O -2.938 -2.410 -0.969
H -2.099 -2.758 -1.103
H -3.468 -3.147 -0.655
O -0.548 -3.631 -2.052
H 0.354 -3.668 -1.878
H -0.743 -3.106 -2.927
O -2.614 2.642 -2.937
H -2.815 3.241 -3.678
H -1.737 2.301 -2.936
O 2.843 -1.709 -2.425
H 2.018 -1.345 -1.972
H 3.682 -1.194 -2.216
O 3.258 2.259 -1.678
H 3.887 3.076 -1.485
H 3.008 1.959 -0.855
O 1.004 -2.198 2.184
H 0.956 -1.552 1.418
H 0.764 -1.808 2.967
O -2.406 -1.693 2.162
H -2.111 -1.010 1.606
H -1.910 -2.532 2.019
O 0.751 2.822 1.604
H 0.823 1.915 1.229
H 1.648 3.061 1.870
O -1.110 1.753 3.623
H -0.448 2.376 3.079
H -1.956 1.629 3.139
O -3.052 2.641 -0.014
H -3.128 2.697 -0.920
H -2.540 1.980 0.350
*
```


For reference, LUMO energy by record: -0.73; -3.34; 0.91; -3.20; -7.89; 2.33 eV.
For reference, gap between HOMO and LUMO by record: 6.2; 10.9; 9.4; 7.9; 0.7; 8.4 eV.